1.
Computed, not measured: a molecular structure, C3H5N2S, with the ωB97M-V functional and the def2-TZVPD basis.

Energy in Eh: -624.8943
Spin multiplicity: 1
HOMO level in eV: -1.56
Net charge: -1

Element x y z (Å)
C 0.991 0.189 -0.920
C 0.398 0.155 -2.166
C -1.014 -0.388 0.755
N -0.114 -0.603 -0.400
N -0.727 -0.358 -1.671
S -2.352 -0.434 -1.934
H 2.020 0.380 -0.516
H 0.558 0.346 -3.147
H -1.228 0.600 0.965
H -1.963 -0.686 0.453
H -0.641 -0.867 1.569


2.
Computed, not measured: a gas-phase ion, C3H5N2S2 (charge +1), with the ωB97M-V functional and the def2-TZVPD basis.

Energy in Eh: -1022.9347
Spin multiplicity: 1
Structure (SMILES): [NH2+]=C1CSC(=S)N1
HOMO level in eV: -13.33
Net charge: +1

Element x y z (Å)
C 0.096 -0.480 0.140
C -0.378 1.613 -0.860
C -0.204 0.189 1.338
N -0.002 0.245 -0.976
N 0.523 -1.750 -0.039
S -0.733 2.588 -2.108
S -0.884 1.841 0.846
H -0.787 -0.452 1.890
H 0.668 0.433 1.862
H 0.204 -0.014 -1.906
H 0.562 -2.388 0.784
H 0.935 -1.828 -0.971


3.
Computed, not measured: C3H5N3 in the gas phase, with the ωB97M-V functional and the def2-TZVPD basis.

Energy in Eh: -281.5000
Spin multiplicity: 1
Structure (SMILES): Cn1nccn1
HOMO level in eV: -9.41

Element x y z (Å)
C -1.563 -0.168 0.590
C -1.479 0.127 -0.756
C 1.837 0.008 0.067
N -0.392 -0.392 1.106
N -0.279 0.126 -1.291
N 0.462 -0.110 -0.085
H -2.514 -0.117 1.090
H -2.340 0.434 -1.326
H 1.842 -0.416 1.136
H 2.442 -0.583 -0.562
H 1.985 1.090 0.030


4.
Computed, not measured: 2 unconnected molecules or ions with the total composition C3H5N3, with the ωB97M-V functional and the def2-TZVPD basis.

Energy in Eh: -281.4378
Spin multiplicity: 1
HOMO level (spin up / spin down) in eV: -8.69 / -8.69

Element x y z (Å)
C 1.043 -1.557 -2.456
C 1.173 0.238 -0.355
C -0.660 0.585 1.094
N 1.867 -1.533 -3.276
N 0.566 0.780 0.492
N 0.317 -1.554 -1.405
H 2.119 0.429 -0.800
H -1.329 -0.078 0.544
H -1.251 1.590 1.344
H -0.675 0.166 2.058
H -0.731 -1.358 -1.511


5.
Computed, not measured: C3H5N3 in the gas phase, with the ωB97M-V functional and the def2-TZVPD basis.

Energy in Eh: -281.4490
Spin multiplicity: 1
Structure (SMILES): Cn1cncn1
HOMO level in eV: -9.54

Element x y z (Å)
C 0.999 -0.396 -1.240
N 0.169 0.056 -0.138
C -0.920 -0.528 0.376
N -1.230 0.067 1.506
C -0.314 1.163 1.608
N 0.530 1.155 0.578
H 1.214 0.457 -1.886
H 1.938 -0.799 -0.850
H 0.473 -1.170 -1.806
H -1.413 -1.388 -0.058
H -1.461 1.366 1.909


6.
Computed, not measured: C3H5N3 in the gas phase, with the ωB97M-V functional and the def2-TZVPD basis.

Energy in Eh: -281.5237
Spin multiplicity: 1
Structure (SMILES): Cn1nccn1
HOMO level in eV: -9.94

Element x y z (Å)
C 0.918 1.141 1.047
N -0.246 0.288 0.530
N -0.320 -1.132 0.697
C -0.713 -1.567 -0.497
C -0.772 -0.454 -1.389
N -0.470 0.644 -0.746
H 0.711 2.221 1.174
H 1.755 1.049 0.344
H 1.179 0.722 2.010
H -0.958 -2.622 -0.748
H -1.084 -0.291 -2.424


7.
Computed, not measured: C3H5N3 in the gas phase, with the ωB97M-V functional and the def2-TZVPD basis.

Energy in Eh: -281.4506
Spin multiplicity: 1
Structure (SMILES): Cn1ccnn1
HOMO level in eV: -9.72

Element x y z (Å)
C -0.583 -1.483 -0.117
C 1.024 0.546 0.230
C 0.507 1.855 -0.055
H -1.503 -1.666 -0.851
H -0.613 -1.944 1.074
H 0.487 -2.007 -0.454
H 1.844 -0.116 0.081
H 1.128 2.708 -0.069
N -0.166 -0.235 0.148
N -0.872 1.800 -0.004
N -1.252 0.543 0.018


8.
Computed, not measured: C3H5N3 in the gas phase, with the ωB97M-V functional and the def2-TZVPD basis.

Energy in Eh: -281.5366
Spin multiplicity: 1
Structure (SMILES): Nc1cn[nH]c1
HOMO level in eV: -8.25

Element x y z (Å)
N -1.785 -0.345 -0.345
C -0.452 0.019 -0.158
C 0.619 -0.840 -0.273
N 1.735 -0.080 -0.037
N 1.443 1.193 0.201
C 0.114 1.262 0.167
H -2.437 0.032 0.324
H -1.931 -1.340 -0.467
H 0.391 -1.723 0.287
H 2.704 -0.363 -0.076
H -0.403 2.184 0.377


9.
Computed, not measured: 2 unconnected molecules or ions with the total composition C3H5N3, with the ωB97M-V functional and the def2-TZVPD basis.

Energy in Eh: -281.4682
Spin multiplicity: 1
HOMO level in eV: -8.64

Element x y z (Å)
N 1.790 -0.041 0.002
C 0.870 0.127 -0.903
C -0.195 1.085 -0.693
N -1.327 0.853 -0.132
C -1.237 -1.810 0.832
N -0.295 -2.478 0.967
H 2.533 -0.712 -0.161
H 1.792 0.380 0.931
H 0.009 2.020 -1.237
H -1.951 1.645 -0.262
H -1.990 -1.069 0.656


10.
Computed, not measured: C3H5N3 in the gas phase, with the ωB97M-V functional and the def2-TZVPD basis.

Energy in Eh: -281.4914
Spin multiplicity: 1
Structure (SMILES): [H]/N=C1\CN=CN1
HOMO level in eV: -9.13

Element x y z (Å)
N -1.293 1.584 0.170
C -0.436 0.653 0.101
C -0.547 -0.859 0.145
N 0.805 -1.352 0.147
C 1.608 -0.350 -0.068
N 0.934 0.875 -0.064
H -2.234 1.203 0.260
H -1.063 -1.247 1.014
H -1.038 -1.258 -0.758
H 1.956 -1.062 -0.858
H 1.310 1.813 -0.088


11.
Computed, not measured: C3H5N3 in the gas phase, with the ωB97M-V functional and the def2-TZVPD basis.

Energy in Eh: -281.5684
Spin multiplicity: 1
Structure (SMILES): Nc1ccn[nH]1
HOMO level in eV: -8.77

Element x y z (Å)
N 1.201 -0.193 -1.421
C 0.251 -0.050 -0.396
C 0.278 0.622 0.807
C -0.885 0.196 1.475
N -1.603 -0.637 0.741
N -0.891 -0.784 -0.387
H 2.112 0.048 -1.050
H 1.010 0.373 -2.240
H 1.004 1.367 1.116
H -1.220 0.433 2.474
H -1.256 -1.374 -1.119


12.
Computed, not measured: C3H5N3 in the gas phase, with the ωB97M-V functional and the def2-TZVPD basis.

Energy in Eh: -281.4100
Spin multiplicity: 1
HOMO level in eV: -8.77

Element x y z (Å)
N 0.075 -1.679 1.807
C 0.395 -0.389 -0.224
N 0.900 0.592 -0.789
N 0.042 1.686 -1.084
C -1.191 1.553 -1.477
C 0.022 -1.478 0.399
H 0.841 -2.306 2.036
H 0.231 -0.809 2.302
H 0.609 2.532 -1.072
H -1.518 2.586 -1.712
H -0.406 -2.287 -0.186


13.
Computed, not measured: 2 unconnected molecules or ions with the total composition C3H5N3, with the ωB97M-V functional and the def2-TZVPD basis.

Energy in Eh: -281.5294
Spin multiplicity: 1
Structure (SMILES): C#CNC.N#N
HOMO level in eV: -8.29

Element x y z (Å)
C -1.630 0.191 0.294
N -0.399 0.715 -0.248
C 0.792 0.642 0.346
C 1.881 0.575 0.862
N 1.879 -1.830 -1.153
N 0.815 -1.851 -1.442
H -2.046 -0.545 -0.399
H -1.435 -0.329 1.233
H -2.348 1.003 0.481
H -0.375 0.877 -1.240
H 2.865 0.552 1.266


14.
Computed, not measured: C3H5N3 in the gas phase, with the ωB97M-V functional and the def2-TZVPD basis.

Energy in Eh: -281.4672
Spin multiplicity: 1
Structure (SMILES): [H]/N=C(/C#C)NN
HOMO level in eV: -9.14

Element x y z (Å)
C 0.302 0.566 -0.020
C 1.650 0.152 -0.021
C 2.764 -0.314 0.033
H -2.364 -0.802 -0.825
H -2.419 -0.554 0.892
H -0.121 -1.379 -0.079
H -1.037 1.989 0.053
H 3.736 -0.689 -0.055
N -1.949 -0.274 -0.030
N -0.551 -0.495 0.061
N -0.011 1.801 -0.008


15.
Computed, not measured: C3H5N3 in the gas phase, with the ωB97M-V functional and the def2-TZVPD basis.

Energy in Eh: -281.5742
Spin multiplicity: 1
Structure (SMILES): Cn1cncn1
HOMO level in eV: -9.92

Element x y z (Å)
C 1.531 -0.531 -0.145
N 0.183 -0.038 0.024
C -0.853 -0.134 -0.826
N -1.929 0.424 -0.313
C -1.477 0.857 0.892
N -0.207 0.600 1.145
H 2.241 0.241 0.156
H 1.694 -1.432 0.452
H 1.675 -0.766 -1.202
H -0.766 -0.605 -1.797
H -2.102 1.388 1.598


16.
Computed, not measured: C3H5N3 in the gas phase, with the ωB97M-V functional and the def2-TZVPD basis.

Energy in Eh: -281.5549
Spin multiplicity: 1
Structure (SMILES): Cc1c[nH]nn1
HOMO level in eV: -9.52

Element x y z (Å)
C 0.170 -0.772 -1.528
C 0.217 -0.151 -0.167
C -0.750 0.554 0.504
N -0.177 0.841 1.695
N 1.064 0.357 1.770
N 1.308 -0.245 0.650
H 1.121 -0.639 -2.052
H -0.624 -0.320 -2.128
H -0.025 -1.847 -1.461
H -1.755 0.854 0.248
H -0.550 1.369 2.469


17.
Computed, not measured: C3H5N3O in the gas phase, with the ωB97M-V functional and the def2-TZVPD basis.

Energy in Eh: -356.6449
Spin multiplicity: 1
HOMO level (spin up / spin down) in eV: -7.87 / -8.27

Element x y z (Å)
C -2.550 0.072 -1.389
C -0.330 1.088 -1.001
C 1.257 -1.085 1.243
N -1.474 0.379 -0.874
N 0.516 0.653 -0.040
N 0.162 -0.354 0.690
O -0.215 2.085 -1.741
H -3.510 -0.030 -0.909
H 0.838 -1.692 1.994
H 1.691 -1.679 0.528
H 2.133 -0.471 1.729
H 1.483 1.033 -0.232


18.
Computed, not measured: C3H5N3O in the gas phase, with the ωB97M-V functional and the def2-TZVPD basis.

Energy in Eh: -356.6902
Spin multiplicity: 1
Structure (SMILES): [H]/N=c1/[nH]nc(C)o1
HOMO level in eV: -8.77

Element x y z (Å)
C 0.060 2.056 0.538
C -0.188 0.517 0.516
C -0.076 -1.451 -0.596
H -0.255 2.836 1.523
H -0.593 2.247 -0.430
H 0.994 2.103 -0.264
H 0.272 -2.360 1.058
H 0.313 -1.628 -2.283
N -0.225 -0.347 1.495
N 0.024 -1.517 0.695
N -0.040 -2.385 -1.535
O -0.285 -0.072 -0.717


19.
Computed, not measured: C3H5N3O in the gas phase, with the ωB97M-V functional and the def2-TZVPD basis.

Energy in Eh: -356.8261
Spin multiplicity: 1
Structure (SMILES): Nc1c[nH]c(=O)[nH]1
HOMO level in eV: -7.33

Element x y z (Å)
N 1.977 -0.094 -0.014
C 0.626 0.042 -0.211
C -0.149 1.140 -0.161
N -1.498 0.703 -0.174
C -1.484 -0.634 0.150
O -2.299 -1.254 0.794
N -0.212 -1.069 -0.257
H 2.393 -1.000 -0.061
H 2.573 0.689 -0.202
H 0.095 2.102 0.247
H -2.245 1.293 0.154
H 0.071 -2.036 -0.257


20.
Computed, not measured: C3H5N3O in the gas phase, with the ωB97M-V functional and the def2-TZVPD basis.

Energy in Eh: -356.7489
Spin multiplicity: 1
Structure (SMILES): Cc1onnc1N
HOMO level in eV: -9.26

Element x y z (Å)
C -0.067 1.204 1.313
C -0.157 0.589 -0.029
C 0.102 -0.641 -0.514
N 0.355 -1.886 0.049
N -0.152 -0.600 -1.870
N -0.533 0.546 -2.217
O -0.537 1.341 -1.080
H 0.153 0.429 2.053
H -1.010 1.693 1.577
H 0.730 1.955 1.347
H 1.323 -2.236 0.142
H -0.207 -2.393 -0.772